Here is a 9-piece molecular cluster, C3H21N2O8 overall in a non-equilibrium geometry from the OMol25 dataset. Energies are from ωB97M-V with the def2-TZVPD basis set.

Output
* HOMO energy: -13.0191 eV
* total energy: -838.04277 a.u.
* charge: +1
* strongest force on any atom: 8.7 eV/Å
* E_LUMO: -2.6 eV
* energy relative to the best compared isomer or geometry (same formula, charge and spin): 276.3 kJ/mol

Last column: Löwdin charge in e.
Atoms and positions in Å:
C -2.801 1.140 0.062  -0.08
C -1.839 1.826 -0.589  -0.08
N -0.934 0.927 -1.039  0.10
C -1.321 -0.333 -0.733  -0.07
N -2.429 -0.191 0.044  0.09
H -3.576 1.558 0.888  0.19
H -1.731 2.860 -0.885  0.14
H -0.098 1.165 -1.520  0.14
H -0.720 -1.121 -0.776  0.08
H -2.907 -0.945 0.637  0.19
H 3.915 -1.486 -0.259  0.01
H 4.059 -0.377 0.622  -0.06
O 4.085 -0.605 -0.225  0.05
H 1.669 -0.636 -2.523  0.05
H 2.415 -0.331 -1.356  -0.10
O 1.619 -0.545 -1.583  0.04
H -1.214 0.421 -3.499  0.05
H -0.613 -1.051 -4.100  0.14
O -0.763 -0.405 -3.288  -0.09
H 2.661 3.343 -0.109  0.07
H 2.934 1.991 0.299  0.02
O 2.251 2.654 0.462  -0.07
H -0.429 0.891 3.182  0.04
H -1.662 1.768 2.700  0.09
O -1.163 0.914 2.576  -0.06
H -2.283 -2.829 0.323  0.05
H -2.325 -3.191 -1.187  0.01
O -2.557 -2.590 -0.563  0.00
H -0.346 -1.021 2.397  0.01
H -0.369 -2.556 2.577  0.08
O -0.601 -1.846 1.938  -0.06
H 2.287 -0.646 1.781  0.05
H 2.136 1.011 1.925  0.01
O 2.650 0.238 1.823  -0.02


Here is a 7-piece molecular cluster, C3H21NO7 overall in a non-equilibrium geometry from the OMol25 dataset. Energies are from ωB97M-V with the def2-TZVPD basis set.

Output
* HOMO energy: -9.1369 eV
* total energy: -708.34554 a.u.
* strongest force on any atom: 2.3 eV/Å
* SMILES: CNCCO.O.O.O.O.O.O
* E_LUMO: 0.4 eV
* energy relative to the best compared isomer or geometry (same formula, charge and spin): 2.9 kJ/mol

Last column: Löwdin charge in e.
Atoms and positions in Å:
C -0.341 2.574 -1.461  -0.11
N -0.241 1.712 -0.269  -0.14
C 0.743 2.263 0.710  -0.18
C 0.788 1.296 1.930  -0.24
O 1.536 0.171 1.566  -0.09
H 0.598 2.713 -2.034  0.09
H -0.666 3.523 -1.141  0.06
H -1.048 2.136 -2.128  0.07
H 0.071 0.794 -0.498  0.05
H 1.735 2.351 0.277  0.11
H 0.401 3.242 1.029  0.11
H 1.371 1.734 2.711  0.10
H -0.229 1.011 2.241  0.12
H 0.995 -0.625 1.548  0.01
H -1.354 -1.633 0.581  0.02
H -2.215 -0.586 -0.138  0.02
O -1.903 -1.479 -0.213  -0.04
H -0.771 -1.967 -1.359  0.02
H -0.470 -2.599 -2.763  0.05
O -0.090 -2.237 -2.005  -0.03
H -3.039 2.112 1.390  0.02
H -2.010 1.477 0.514  -0.01
O -2.879 1.298 0.936  -0.08
H 1.996 -0.228 -1.064  0.03
H 1.041 -0.899 -2.102  -0.02
O 1.552 -0.103 -1.913  -0.06
H -0.048 -2.469 2.408  0.08
H 0.476 -2.766 1.054  0.04
O 0.025 -2.041 1.562  -0.05
H 0.726 -3.286 -0.878  0.00
H 2.091 -3.754 -0.339  0.06
O 1.161 -3.736 -0.150  -0.03


Here is a 9-piece molecular cluster, C3H22O9 overall in a non-equilibrium geometry from the OMol25 dataset. Energies are from ωB97M-V with the def2-TZVPD basis set.

Output
* HOMO energy: -8.5548 eV
* total energy: -804.61775 a.u.
* strongest force on any atom: 1.6 eV/Å
* SMILES: C=C(C)O.O.O.O.O.O.O.O.O
* E_LUMO: 0.3 eV
* energy relative to the best compared isomer or geometry (same formula, charge and spin): 179.2 kJ/mol

Last column: Löwdin charge in e.
Atoms and positions in Å:
C -0.553 -0.674 -1.863  0.05
C -0.619 -0.262 -0.596  -0.46
O -1.854 -0.026 -0.043  0.00
C 0.605 0.294 0.078  -0.03
H 0.408 -0.791 -2.317  0.05
H -1.364 -1.150 -2.392  0.07
H -1.673 0.349 0.836  0.05
H 0.721 0.284 1.161  0.09
H 1.591 -0.138 -0.123  0.08
H 0.596 1.288 -0.385  0.04
H 4.019 0.438 -2.470  0.04
H 2.527 0.836 -2.302  0.00
O 3.144 0.089 -2.309  -0.05
H 2.539 -1.936 -1.622  0.00
H 1.599 -2.357 -0.375  -0.01
O 2.118 -2.649 -1.129  -0.07
H 0.606 2.231 -1.583  0.01
H 1.086 3.228 -2.599  0.06
O 1.131 2.287 -2.400  -0.05
H -3.348 1.676 -0.517  0.03
H -4.426 1.154 0.345  0.04
O -3.787 1.876 0.317  -0.06
H -2.506 0.225 2.675  0.04
H -1.006 -0.330 3.018  0.00
O -1.582 0.426 2.794  -0.07
H 1.350 4.181 1.276  0.02
H 0.225 3.272 1.285  0.05
O 1.019 3.455 0.775  -0.03
H 0.452 -1.823 3.663  0.06
H -0.057 -2.610 2.372  0.02
O -0.221 -1.883 2.993  -0.04
H 0.272 -3.716 -0.102  0.07
H -0.693 -2.700 0.492  0.06
O 0.097 -3.213 0.703  -0.05


Here is a 7-piece molecular cluster, C3H23N2O6 overall in a non-equilibrium geometry from the OMol25 dataset. Energies are from ωB97M-V with the def2-TZVPD basis set.

Output
* HOMO energy: -12.5503 eV
* total energy: -688.84734 a.u.
* charge: +1
* strongest force on any atom: 2.0 eV/Å
* E_LUMO: -2.7 eV
* energy relative to the best compared isomer or geometry (same formula, charge and spin): 50.3 kJ/mol

Last column: Löwdin charge in e.
Atoms and positions in Å:
N 0.147 -0.288 -0.989  0.20
C 1.529 -0.829 -1.195  -0.34
C 1.514 -1.967 -2.207  -0.04
C 2.154 -1.237 0.145  -0.21
N 2.318 -0.010 0.929  0.01
H 0.072 0.046 -0.039  0.09
H -0.504 -1.079 -1.077  0.10
H -0.069 0.526 -1.579  0.05
H 2.182 -0.048 -1.581  0.15
H 1.094 -2.858 -1.719  0.08
H 2.492 -2.306 -2.531  0.09
H 0.803 -1.779 -2.988  0.08
H 1.498 -1.963 0.631  0.12
H 3.137 -1.678 0.009  0.13
H 1.461 0.181 1.430  0.02
H 3.106 -0.004 1.558  0.08
H -0.619 2.670 -2.099  0.07
H -0.587 1.619 -3.254  0.09
O -0.330 1.785 -2.343  -0.01
H -2.004 0.052 1.782  0.02
H -2.878 -0.694 0.732  0.05
O -2.149 -0.075 0.826  -0.05
H -1.745 3.825 0.307  0.09
H -2.145 2.377 0.042  0.06
O -1.393 2.983 -0.012  -0.03
H -0.704 0.651 3.065  0.01
H -0.579 -0.677 4.054  0.05
O -0.940 -0.267 3.275  -0.06
H -0.484 2.295 1.304  0.02
H 0.954 2.121 1.818  0.07
O 0.111 1.665 1.767  -0.08
H -1.217 -2.650 0.162  0.04
H -2.426 -2.481 -0.649  0.06
O -1.484 -2.671 -0.743  -0.02